{
  "formula": "C19H20F34Li2N5O25S11",
  "method": "ωB97M-V/def2-TZVPD",
  "max_force_ev_per_a": 11.4,
  "charge": -4,
  "e_tot_ev": -290645.46237,
  "multiplicity": 2,
  "s2": 0.75,
  "symbols": ["Li", "Li", "N", "S", "O", "O", "F", "S", "O", "O", "F", "N", "S", "O", "O", "F", "S", "O", "O", "F", "N", "S", "O", "O", "F", "S", "O", "O", "F", "N", "S", "O", "O", "F", "S", "O", "O", "F", "N", "S", "O", "O", "F", "S", "O", "O", "F", "C", "C", "C", "S", "O", "O", "C", "H", "H", "H", "H", "H", "H", "H", "H", "C", "C", "C", "F", "F", "F", "F", "O", "C", "C", "F", "F", "F", "F", "H", "H", "H", "H", "C", "C", "C", "F", "F", "F", "F", "O", "C", "C", "F", "F", "F", "F", "H", "H", "H", "H", "C", "C", "C", "F", "F", "F", "F", "O", "C", "C", "F", "F", "F", "F", "H", "H", "H", "H"],
  "positions_angstrom": [[-2.843940, 1.945111, 2.036981], [-3.790712, -0.070473, 0.996819], [-5.109555, 5.619180, -3.398863], [-5.856362, 4.099638, -3.272544], [-6.187560, 3.481550, -1.942033], [-5.637153, 3.233150, -4.421198], [-7.299949, 4.707720, -3.569800], [-3.914590, 5.016388, -2.770937], [-3.086144, 4.052772, -3.527102], [-3.969146, 5.012209, -1.336200], [-3.145934, 6.365291, -3.107899], [-3.839877, -4.198442, 0.065937], [-2.662841, -3.199494, 0.339581], [-1.246625, -3.595615, 0.407955], [-3.215150, -2.140308, 1.152437], [-2.689467, -2.532738, -1.195845], [-3.592026, -5.056644, 1.361146], [-4.356604, -4.656250, 2.527127], [-2.313944, -5.621508, 1.691766], [-4.383754, -6.370380, 0.891236], [-2.067564, 0.998253, 0.437508], [-0.475802, 0.411623, 0.466679], [0.585925, 1.212682, 0.988694], [-0.302128, -0.537898, -0.583262], [-0.791353, -0.625436, 1.666750], [-1.938316, 1.518954, -0.944381], [-2.508147, 0.682667, -1.999572], [-0.903294, 2.505813, -1.293166], [-3.084396, 2.503615, -0.497045], [2.354261, 2.007213, 5.631355], [3.893391, 2.696320, 6.224147], [3.976411, 4.176939, 6.302364], [5.145281, 2.003473, 6.033466], [3.481233, 2.489959, 7.781408], [2.897183, 2.055675, 4.157474], [3.573271, 0.772978, 3.770113], [3.421055, 3.263429, 3.579467], [1.428969, 1.884293, 3.503171], [-4.454656, 0.992022, 2.385578], [-5.180975, 0.696675, 3.715537], [-6.416121, -0.071651, 3.871040], [-4.805197, 1.586665, 4.794439], [-4.133300, -0.519650, 3.835626], [-5.729787, 2.171310, 2.086761], [-5.509767, 3.485857, 2.727777], [-7.094388, 1.753029, 1.800982], [-5.178140, 2.455366, 0.605037], [-0.552981, -4.169795, 4.134133], [-1.751766, -3.434105, 4.607745], [-1.325186, -1.982798, 4.770566], [0.329374, -2.067599, 5.592375], [0.135253, -2.284297, 6.983718], [1.255410, -0.999193, 5.128600], [0.695012, -3.721881, 4.893691], [-0.262301, -3.978906, 3.101094], [-0.867364, -5.205414, 4.263599], [-2.125734, -3.853720, 5.541657], [-2.444956, -3.520860, 3.771057], [-2.047466, -1.342151, 5.276512], [-1.044063, -1.413806, 3.884376], [1.028233, -4.388831, 5.688824], [1.567683, -3.590871, 4.253853], [4.217820, 1.776754, -2.144556], [2.997083, 2.270561, -1.287216], [3.463582, 2.981367, -0.018517], [4.314285, 2.337854, 0.775642], [3.895715, 4.238172, -0.291564], [2.180153, 3.036208, -2.000118], [2.421478, 1.074629, -0.912487], [5.326946, 2.790416, -2.296890], [6.552755, 2.474163, -2.971687], [7.612608, 3.685348, -2.984652], [8.951428, 3.607717, -3.315260], [6.952817, 4.653916, -3.706282], [6.978793, 1.458086, -2.289960], [6.265564, 1.908421, -4.194591], [3.875243, 1.242023, -3.030448], [4.668696, 1.023790, -1.498132], [2.541139, 3.161867, 0.533397], [7.585019, 4.064196, -1.962982], [-1.808906, 0.846375, -5.488263], [-2.993439, -0.086604, -6.055212], [-3.460052, -1.037668, -4.991764], [-4.627207, -1.650963, -5.269242], [-2.588337, -1.924641, -4.550626], [-3.997268, 0.761651, -6.466215], [-2.588984, -0.579501, -7.231045], [-1.231481, 1.732486, -6.512125], [-0.179077, 2.628311, -6.079840], [1.260331, 1.925250, -5.919662], [1.118974, 0.939496, -5.026493], [1.834680, 1.395743, -6.955255], [-0.057380, 3.405584, -7.147874], [-0.719160, 3.322914, -5.171570], [-0.996736, 0.259234, -5.059596], [-2.252471, 1.287150, -4.595474], [-3.808168, -0.468956, -4.129509], [1.998791, 2.563766, -5.434823], [2.032778, -2.871057, 1.004074], [3.024676, -1.758258, 0.588246], [4.450621, -2.019141, 1.086807], [5.117980, -3.030924, 0.490899], [5.208207, -0.998410, 0.890517], [3.154236, -1.357984, -0.706788], [2.599693, -0.716554, 1.345872], [2.640532, -4.148401, 1.093246], [2.555531, -5.037810, -0.088831], [1.761919, -6.343274, 0.189289], [2.044105, -7.325400, -0.659883], [1.807749, -6.916673, 1.389068], [2.301784, -4.417334, -1.260742], [3.875977, -5.323035, -0.145100], [1.298112, -2.686072, 0.220400], [1.610247, -2.670268, 1.988578], [4.476687, -2.103420, 2.173231], [0.702467, -6.088203, 0.213698]],
  "forces_ev_per_a": [[0.0, 0.7, 0.2], [0.0, -1.1, -0.3], [-5.7, -3.2, -1.7], [-6.2, -2.4, 0.3], [2.0, 1.6, -3.6], [0.1, 1.0, 1.4], [-0.6, 0.3, -0.6], [9.4, 1.4, 2.4], [-1.8, 0.9, 1.7], [0.7, -0.7, -0.6], [2.1, 1.2, 0.3], [1.7, -1.4, 0.6], [2.7, 4.8, -4.5], [-3.0, 0.7, 0.4], [1.2, 0.2, 0.1], [-0.1, -0.7, 1.8], [-3.2, -4.4, 4.0], [0.6, 0.3, -1.4], [0.2, 0.5, -0.8], [-0.2, 0.1, -0.4], [5.1, -3.9, 5.0], [0.9, -3.8, 4.0], [-1.7, 0.1, -0.8], [0.6, 0.8, -0.8], [0.2, 0.7, 0.2], [-3.8, 6.5, -8.5], [1.2, 1.0, 1.6], [-0.6, -2.9, 0.8], [-1.4, 1.4, -1.9], [4.4, 2.4, 1.4], [-1.1, 3.2, 3.7], [-0.3, -2.7, -1.2], [-1.3, 0.0, -0.1], [0.3, -1.0, -0.4], [-1.0, -5.4, -4.6], [-1.2, 3.3, 0.7], [-0.2, -0.1, 0.5], [0.7, 0.4, 0.1], [0.2, 2.1, -4.5], [-2.7, -0.4, 3.7], [0.9, 0.1, -0.4], [0.5, -0.5, 0.4], [1.1, -1.8, 1.6], [-1.6, 1.6, 2.2], [0.4, -1.1, -1.3], [0.7, 0.1, -0.9], [0.0, -0.1, -0.2], [1.3, -0.9, 0.0], [-0.1, 1.7, -1.1], [0.7, 0.8, 0.4], [0.3, 1.4, -2.4], [-0.1, -0.1, 2.1], [-1.8, -2.4, 0.7], [0.8, 0.1, 0.1], [-0.9, -0.1, -0.3], [0.9, -0.4, -0.3], [-0.2, 0.1, -0.1], [-0.7, 0.1, 0.6], [0.3, -0.1, 0.5], [-0.3, -0.5, -0.6], [-0.3, 0.3, 0.3], [-0.1, 0.0, -0.2], [1.5, -0.4, 1.0], [3.2, -1.5, -0.7], [-2.9, 1.2, 1.2], [0.6, -0.4, -0.8], [0.9, 0.1, -0.5], [-0.5, 0.1, 0.2], [0.0, 1.5, -0.6], [0.3, 1.6, -1.7], [-3.3, -1.2, 0.1], [-2.2, 1.3, 1.4], [-1.9, -0.8, -0.6], [1.1, -0.4, -0.5], [2.7, -1.9, 1.4], [0.4, 1.3, -0.3], [0.2, 0.7, -0.4], [-0.1, -0.2, 0.0], [-0.2, -0.4, 0.4], [0.2, -0.3, 0.2], [-0.2, -0.9, 0.2], [2.3, 3.7, -1.2], [-2.1, 1.3, 2.3], [-0.5, -1.2, -1.6], [1.2, -0.8, -0.6], [-0.3, -0.5, 1.1], [0.5, -1.8, -0.6], [0.3, -1.1, 1.0], [-1.7, -3.6, -3.6], [-0.8, 1.7, 3.6], [-0.5, -1.2, 0.9], [-0.1, -0.4, -2.7], [0.8, 1.1, -1.3], [0.7, 1.6, 3.3], [-0.2, -0.5, -0.3], [0.0, 1.1, -0.3], [0.9, 0.9, 0.2], [-0.2, 0.9, -0.3], [0.1, 0.8, -1.5], [1.3, -0.2, 2.1], [-0.5, -1.2, 1.7], [-0.4, -1.0, -0.4], [1.7, 3.6, -1.2], [-0.9, -0.8, 0.2], [0.1, 0.6, -0.6], [-2.1, -1.5, -2.5], [3.4, 1.7, 2.7], [-3.1, 1.2, 0.0], [0.6, -0.1, -1.4], [1.9, 0.1, 1.8], [-1.0, -0.6, 1.1], [0.4, -1.4, -0.8], [-0.8, -1.0, 0.2], [0.2, 0.4, -0.2], [-0.6, -0.9, 0.2], [-0.3, 0.4, -1.3]]
}

***

{
  "formula": "C19H20F4N2NiO2",
  "method": "ωB97M-V/def2-TZVPD",
  "max_force_ev_per_a": 0.2,
  "e_tot_ev": -79016.18250,
  "multiplicity": 3,
  "s2": 2.01,
  "symbols": ["Ni", "C", "C", "N", "C", "C", "C", "C", "N", "C", "C", "F", "C", "F", "C", "C", "F", "C", "F", "H", "H", "H", "H", "H", "H", "H", "H", "H", "H", "H", "H", "H", "H", "H", "O", "C", "O", "C", "C", "C", "C", "C", "C", "H", "H", "H", "H", "H"],
  "positions_angstrom": [[-0.286277, -0.681199, 0.085480], [-1.303387, -0.671263, -4.140218], [-0.979603, -1.042205, -2.699250], [-0.474270, 0.063016, -1.844289], [0.709972, 0.730113, -2.424516], [1.880878, -0.215703, -2.623871], [-1.519660, 1.073459, -1.556911], [-2.680910, 0.473175, -0.768280], [-2.125682, -0.448513, 0.209120], [-2.874226, -0.963810, 1.225374], [-2.232978, -1.837972, 2.125801], [-0.915149, -2.107148, 1.908442], [-2.870137, -2.428330, 3.188539], [-2.177905, -3.251095, 3.987218], [-4.208704, -2.189768, 3.439852], [-4.864691, -1.344245, 2.570193], [-6.164756, -1.082102, 2.762892], [-4.234145, -0.747697, 1.493224], [-4.974845, 0.046580, 0.693908], [-1.777784, -1.523256, -4.627015], [-0.409965, -0.419951, -4.711509], [-1.997068, 0.167300, -4.203543], [-0.229026, -1.834237, -2.683624], [-1.864318, -1.446873, -2.209212], [0.987563, 1.518881, -1.727363], [0.428794, 1.205518, -3.370836], [2.100118, -0.754802, -1.700688], [2.767549, 0.359935, -2.888714], [1.707667, -0.935803, -3.424679], [-1.878222, 1.540103, -2.479215], [-1.030126, 1.839548, -0.951950], [-3.391866, -0.028295, -1.435688], [-3.222099, 1.296687, -0.299888], [-4.718009, -2.644217, 4.275516], [1.050169, 1.843680, 0.534391], [1.768127, 0.911223, 0.883336], [1.414446, -0.334242, 0.782958], [3.134645, 1.151855, 1.452172], [3.978903, 0.093628, 1.769014], [5.241633, 0.345768, 2.283879], [5.659933, 1.653004, 2.488744], [4.816339, 2.711315, 2.177087], [3.556761, 2.461141, 1.657907], [3.635733, -0.919153, 1.611185], [5.899637, -0.478339, 2.527657], [6.644964, 1.847881, 2.893614], [5.141811, 3.730616, 2.340191], [2.880164, 3.265795, 1.403563]],
  "forces_ev_per_a": [[0.1, 0.0, 0.0], [0.0, 0.0, 0.0], [0.0, 0.0, 0.0], [-0.1, 0.0, -0.1], [0.1, 0.0, 0.1], [0.0, 0.0, 0.0], [0.0, 0.0, 0.0], [0.0, 0.0, -0.1], [0.0, 0.0, 0.0], [0.0, -0.1, 0.1], [-0.1, 0.1, -0.1], [0.0, 0.1, 0.0], [0.0, 0.0, 0.0], [0.0, 0.0, 0.0], [0.0, 0.0, 0.0], [0.0, 0.0, 0.0], [0.0, 0.0, 0.0], [0.0, 0.0, 0.0], [0.0, 0.0, 0.0], [0.0, 0.0, 0.0], [0.0, 0.0, 0.0], [0.0, 0.0, 0.0], [0.0, 0.0, 0.0], [0.0, 0.0, 0.0], [0.0, 0.0, 0.0], [0.0, 0.0, 0.0], [0.0, 0.0, 0.0], [0.0, 0.0, 0.0], [0.0, 0.0, 0.0], [0.0, 0.0, 0.0], [0.0, 0.0, 0.0], [0.0, 0.0, 0.0], [0.0, 0.0, 0.0], [0.0, 0.0, 0.0], [0.0, 0.0, 0.1], [-0.1, 0.1, -0.1], [0.1, -0.2, 0.0], [0.0, 0.0, 0.0], [0.0, 0.0, 0.0], [0.0, 0.0, 0.0], [0.0, 0.0, 0.0], [0.0, 0.0, 0.0], [0.0, 0.0, 0.0], [0.0, 0.0, 0.0], [0.0, 0.0, 0.0], [0.0, 0.0, 0.0], [0.0, 0.0, 0.0], [0.0, 0.0, 0.0]]
}